No. 1
C5H8N2S | ωB97M-V/def2-TZVPD

The geometry in XYZ format:
```
16
Properties=species:S:1:pos:R:3:lowdin_charge:R:1
C -1.453 0.600 -0.319 -0.066
C -1.415 -0.767 -0.113 -0.032
C 0.612 0.049 0.012 -0.345
C 0.272 2.490 -0.148 -0.017
C 0.547 -2.380 0.233 -0.096
N -0.194 1.086 -0.196 -0.137
N -0.092 -1.153 0.007 -0.123
S 2.864 0.004 0.440 0.067
H -2.240 1.305 -0.218 0.111
H -2.206 -1.501 -0.148 0.120
H 0.578 2.858 -1.141 0.092
H -0.637 3.116 0.217 0.117
H 1.128 2.621 0.558 0.081
H 0.758 -2.926 -0.652 0.074
H 1.569 -2.260 0.691 0.039
H -0.091 -3.144 0.778 0.115
```

Values from the calculation:
LUMO in eV: 0.7
Electronic energy in Ha: -702.9197
Kohn-Sham gap in eV: 8.16
Spin multiplicity: 1
Energy relative to the best compared isomer or geometry (same formula, charge and spin) in kJ/mol: 289.7
HOMO in eV: -7.476



No. 2
C7H15NO2 | ωB97M-V/def2-TZVPD

The geometry in XYZ format:
```
25
Properties=species:S:1:pos:R:3:lowdin_charge:R:1
C 0.808 -2.845 0.539 -0.070
C -0.053 -2.534 -0.675 -0.313
C -1.160 -3.586 -0.946 -0.136
C -2.171 -2.673 -0.217 -0.125
C -1.198 -1.504 -0.467 -0.321
N -1.125 -0.366 0.445 -0.155
C -1.437 -0.608 1.849 -0.092
C -0.121 0.928 0.052 -0.196
O 0.485 1.567 0.894 0.045
H 0.209 -3.217 1.383 0.077
H 1.543 -3.623 0.287 0.081
H 1.357 -1.955 0.879 0.081
H 0.596 -2.301 -1.531 0.130
H -1.386 -3.684 -2.017 0.109
H -0.998 -4.587 -0.521 0.110
H -3.187 -2.585 -0.624 0.109
H -2.238 -2.938 0.846 0.102
H -1.424 -1.076 -1.455 0.143
H -2.471 -0.964 1.968 0.086
H -0.751 -1.326 2.318 0.075
H -1.312 0.334 2.396 0.089
H 0.264 0.747 -0.969 0.134
O -2.063 1.972 -0.535 -0.173
H -2.306 0.853 -0.153 0.190
H -2.020 1.979 -1.496 0.020
```

Values from the calculation:
LUMO in eV: 0.7
Electronic energy in Ha: -480.8472
Kohn-Sham gap in eV: 9.46
Spin multiplicity: 1
Energy relative to the best compared isomer or geometry (same formula, charge and spin) in kJ/mol: 363.1
HOMO in eV: -8.800
SMILES string: C[C@H]1CC[C@H]1N(C)C=O.O



No. 3
C7H18N2O4 | ωB97M-V/def2-TZVPD

The geometry in XYZ format:
```
31
Properties=species:S:1:pos:R:3:lowdin_charge:R:1
C 2.312 2.419 -0.105 -0.102
C 1.253 1.632 -0.872 -0.239
C 0.261 0.917 0.051 -0.100
C -0.617 -0.064 -0.813 -0.479
O -0.183 -0.670 -1.776 0.049
N -1.846 -0.283 -0.436 -0.119
O -2.583 -1.320 -1.055 0.052
C -2.413 0.196 0.784 -0.203
C -3.653 1.059 0.501 -0.065
H 2.184 2.298 0.937 0.056
H 3.277 2.107 -0.231 0.034
H 2.273 3.489 -0.197 0.070
H 0.848 2.390 -1.679 0.146
H 1.549 0.773 -1.521 0.094
H 0.771 0.337 0.707 0.049
H -0.393 1.696 0.588 0.143
H -1.852 -1.908 -1.319 0.101
H -1.773 0.777 1.303 0.058
H -2.810 -0.777 1.242 0.152
H -3.959 1.751 1.408 0.121
H -3.396 1.667 -0.313 0.049
H -4.430 0.412 0.144 0.060
O 0.367 -1.514 1.540 0.017
C 0.051 -2.405 0.793 -0.395
O 0.795 -2.979 -0.192 -0.006
H -0.995 -2.786 0.946 0.145
H 1.789 -2.625 -0.210 0.048
N 3.077 -1.799 0.001 0.081
H 2.809 -1.035 -0.579 0.037
H 3.500 -1.348 0.792 0.062
H 3.790 -2.408 -0.437 0.084
```

Values from the calculation:
LUMO in eV: 0.7
Electronic energy in Ha: -687.8991
Kohn-Sham gap in eV: 9.74
Spin multiplicity: 1
Energy relative to the best compared isomer or geometry (same formula, charge and spin) in kJ/mol: 67.3
HOMO in eV: -9.065
SMILES string: CCCC(=O)N(O)CC.O=CO.N



No. 4
H10O5 | ωB97M-V/def2-TZVPD

The geometry in XYZ format:
```
15
Properties=species:S:1:pos:R:3:lowdin_charge:R:1
O -1.230 1.379 2.094 -0.033
H -0.485 1.145 2.647 0.045
H -0.974 2.205 1.683 0.049
O -3.463 0.235 0.232 -0.054
H -2.752 0.415 0.848 -0.019
H -4.246 0.178 0.780 0.029
O 2.393 -0.956 0.641 -0.028
H 2.680 -1.848 0.835 0.059
H 3.098 -0.400 0.972 0.053
O 0.212 -0.239 -0.881 -0.053
H 1.107 -0.381 -0.574 -0.007
H -0.232 0.179 -0.143 0.027
O 1.348 -0.985 -3.215 -0.063
H 0.792 -0.778 -2.465 -0.032
H 1.750 -0.149 -3.454 0.025
```

Values from the calculation:
LUMO in eV: 0.1
Electronic energy in Ha: -382.1869
Kohn-Sham gap in eV: 10.62
Spin multiplicity: 1
Energy relative to the best compared isomer or geometry (same formula, charge and spin) in kJ/mol: 97.9
HOMO in eV: -10.522
SMILES string: O.O.O.O.O



No. 5
C35H71N2O16 | ωB97M-V/def2-TZVPD

The geometry in XYZ format:
```
124
Properties=species:S:1:pos:R:3:lowdin_charge:R:1
C 1.007 1.716 -5.610 0.026
C 0.368 0.426 -6.045 -0.452
O -0.666 0.362 -6.653 0.139
N 1.044 -0.805 -5.627 -0.087
C 0.231 -1.418 -4.566 -0.024
C 1.285 -1.656 -6.780 -0.322
C 1.901 -2.978 -6.371 -0.041
N 3.111 -2.687 -5.541 0.064
C 4.092 -1.805 -6.262 -0.055
C 3.424 -0.671 -7.062 -0.154
O 2.190 -1.013 -7.666 -0.053
H 0.265 2.320 -5.084 0.081
H 1.368 2.244 -6.495 0.105
H 1.842 1.527 -4.932 0.081
H -0.777 -1.698 -4.895 0.110
H 0.114 -0.677 -3.766 0.097
H 0.737 -2.279 -4.116 0.078
H 0.375 -1.840 -7.368 0.174
H 1.227 -3.612 -5.794 0.119
H 2.249 -3.507 -7.258 0.157
H 3.532 -3.589 -5.289 0.137
H 2.838 -2.240 -4.666 0.154
H 4.710 -2.444 -6.896 0.139
H 4.732 -1.351 -5.500 0.141
H 4.097 -0.414 -7.884 0.142
H 3.328 0.213 -6.427 0.111
O 3.261 -4.609 -3.679 0.065
C 2.498 -5.549 -3.593 -0.496
O 1.633 -5.736 -4.596 -0.017
C 0.774 -6.897 -4.686 -0.205
C -0.504 -6.715 -3.900 -0.051
C 2.466 -6.429 -2.377 0.038
H 1.323 -7.790 -4.392 0.118
H 0.560 -6.990 -5.748 0.127
H -0.312 -6.605 -2.833 0.075
H -1.153 -7.578 -4.042 0.092
H -1.035 -5.824 -4.237 0.084
H 1.817 -5.963 -1.634 0.108
H 3.472 -6.483 -1.969 0.103
H 2.116 -7.438 -2.569 0.082
O -2.839 1.464 -2.452 0.084
C -3.012 2.372 -3.226 -0.534
O -3.529 3.520 -2.777 0.009
C -3.622 4.709 -3.587 -0.221
C -4.873 4.717 -4.435 -0.057
C -2.692 2.210 -4.694 0.014
H -2.717 4.833 -4.183 0.114
H -3.644 5.528 -2.879 0.100
H -4.884 3.892 -5.150 0.068
H -4.942 5.656 -4.982 0.082
H -5.755 4.619 -3.802 0.086
H -3.551 1.775 -5.203 0.103
H -1.867 1.509 -4.769 0.048
H -2.411 3.129 -5.204 0.077
O -4.212 7.804 -3.241 0.088
C -5.030 8.170 -2.437 -0.521
O -6.324 7.909 -2.686 0.000
C -7.370 8.160 -1.737 -0.231
C -7.869 9.587 -1.806 -0.061
C -4.646 8.957 -1.208 0.019
H -7.049 7.882 -0.733 0.112
H -8.163 7.470 -2.020 0.124
H -7.090 10.301 -1.539 0.070
H -8.707 9.726 -1.122 0.084
H -8.203 9.821 -2.816 0.085
H -4.595 10.011 -1.479 0.099
H -3.656 8.633 -0.897 0.092
H -5.326 8.840 -0.369 0.072
O 2.223 -2.347 1.646 0.108
C 2.247 -1.495 0.803 -0.513
O 1.886 -0.241 1.130 0.011
C 2.054 0.862 0.233 -0.226
C 0.915 0.964 -0.759 -0.059
C 2.607 -1.821 -0.632 0.008
H 3.025 0.799 -0.261 0.112
H 2.084 1.742 0.872 0.128
H 0.863 0.077 -1.392 0.048
H 1.048 1.836 -1.400 0.082
H -0.042 1.056 -0.247 0.092
H 1.706 -2.163 -1.142 0.085
H 3.331 -2.632 -0.620 0.090
H 3.039 -0.991 -1.187 0.066
O 6.828 -5.559 5.470 0.102
C 5.805 -4.938 5.388 -0.527
O 5.390 -4.543 4.163 -0.006
C 4.107 -3.949 3.932 -0.238
C 4.087 -2.463 4.213 -0.063
C 5.015 -4.512 6.599 0.013
H 3.334 -4.477 4.493 0.115
H 3.910 -4.132 2.877 0.107
H 4.285 -2.244 5.263 0.057
H 3.116 -2.050 3.952 0.061
H 4.853 -1.959 3.622 0.087
H 5.421 -3.568 6.963 0.088
H 5.141 -5.265 7.374 0.092
H 3.952 -4.383 6.417 0.069
O 4.348 -1.424 8.305 0.102
C 3.321 -0.820 8.150 -0.523
O 2.921 -0.551 6.892 -0.012
C 1.640 0.018 6.587 -0.228
C 1.639 1.526 6.671 -0.061
C 2.511 -0.309 9.318 0.020
H 0.868 -0.427 7.217 0.105
H 1.437 -0.303 5.566 0.121
H 1.850 1.875 7.682 0.075
H 0.667 1.915 6.377 0.063
H 2.403 1.938 6.011 0.084
H 2.911 0.659 9.615 0.099
H 2.638 -1.004 10.144 0.092
H 1.449 -0.202 9.114 0.057
O -1.477 1.835 7.470 0.096
C -2.249 0.945 7.708 -0.521
O -3.195 0.655 6.796 0.002
C -4.069 -0.475 6.910 -0.235
C -5.286 -0.171 7.758 -0.062
C -2.224 0.200 9.023 0.020
H -3.522 -1.347 7.271 0.111
H -4.368 -0.690 5.886 0.123
H -5.013 0.060 8.788 0.069
H -5.961 -1.027 7.768 0.083
H -5.819 0.689 7.354 0.085
H -2.811 0.764 9.747 0.099
H -1.195 0.164 9.371 0.078
H -2.607 -0.815 8.973 0.072
```

Values from the calculation:
LUMO in eV: -2.4
Electronic energy in Ha: -2689.3503
Net charge: +1
Kohn-Sham gap in eV: 8.32
Spin multiplicity: 1
HOMO in eV: -10.711



No. 6
C31H46BrKN4O2PS5 | ωB97M-V/def2-TZVPD

The geometry in XYZ format:
```
91
Properties=species:S:1:pos:R:3:lowdin_charge:R:1
K -0.067 0.157 0.297 0.342
C 0.516 -0.339 -3.219 -0.152
C -0.196 -1.689 -2.823 -0.139
C -1.644 -1.523 -2.766 -0.349
C -2.382 -1.586 -4.034 0.019
C -3.679 -1.069 -4.063 -0.058
C -4.174 -0.534 -2.865 -0.081
C -3.368 -0.430 -1.768 -0.165
N -2.113 -0.959 -1.705 0.097
N 1.686 -0.160 -2.365 -0.177
C 2.133 1.216 -2.162 -0.141
C 3.150 1.403 -1.014 -0.286
C 4.315 2.121 -1.235 -0.062
C 5.144 2.448 -0.204 -0.086
C 4.838 2.004 1.062 -0.044
C 3.681 1.198 1.190 -0.120
N 2.779 0.982 0.199 0.128
C 2.865 -0.968 -2.708 -0.129
C 3.411 -1.514 -1.456 -0.299
C 4.775 -1.358 -1.202 -0.052
C 5.279 -1.708 0.051 -0.047
C 4.320 -2.159 1.026 -0.062
C 3.005 -2.427 0.644 -0.172
N 2.554 -2.092 -0.587 0.130
H -0.240 0.439 -2.951 0.100
H 0.723 -0.261 -4.282 0.117
H 0.177 -1.989 -1.858 0.092
H -0.002 -2.357 -3.691 0.117
H -1.881 -2.019 -4.897 0.105
H -4.152 -1.029 -4.968 0.068
H -5.189 -0.027 -2.816 0.124
H -3.803 0.072 -0.904 0.114
H 1.207 1.789 -1.897 0.068
H 2.599 1.596 -3.043 0.103
H 4.535 2.444 -2.294 0.131
H 6.096 2.913 -0.519 0.113
H 5.460 1.994 1.892 0.079
H 3.415 0.784 2.094 0.047
H 3.655 -0.322 -3.166 0.129
H 2.546 -1.744 -3.365 0.116
H 5.459 -0.985 -1.978 0.113
H 6.298 -1.589 0.346 0.087
H 4.504 -2.537 1.979 0.074
H 2.170 -2.632 1.405 -0.004
C -0.661 -5.819 -0.264 -0.568
C -0.773 -5.979 1.192 -0.485
S 0.138 -4.536 2.053 0.804
C -0.975 -3.937 3.378 -0.566
C -2.366 -3.657 2.847 -0.493
S -2.339 -2.381 1.473 0.807
C -3.620 -3.169 0.461 -0.548
C -3.256 -4.572 -0.119 -0.567
S -1.803 -4.708 -1.156 0.866
H -0.692 -6.779 -0.678 0.044
H 0.299 -5.373 -0.512 0.059
H -0.142 -6.834 1.618 0.086
H -1.787 -6.032 1.622 0.047
H -0.412 -3.038 3.683 -0.060
H -0.949 -4.698 4.228 0.090
H -3.123 -3.292 3.534 0.066
H -2.824 -4.556 2.399 0.034
H -3.820 -2.395 -0.317 0.040
H -4.526 -3.358 1.019 0.066
H -4.181 -5.027 -0.646 0.092
H -3.123 -5.282 0.784 0.055
Br 1.032 -1.004 3.100 -0.214
C -3.200 6.658 0.651 -0.078
C -2.780 5.302 0.246 -0.477
C -3.461 4.274 1.189 -0.069
O -1.315 5.256 0.289 -0.350
P -0.484 3.972 -0.246 -0.272
S 1.225 4.631 -0.846 0.234
S -1.481 2.743 -1.357 0.249
O -0.274 3.146 1.180 -0.395
C 0.310 3.933 2.301 -0.465
C 1.730 3.540 2.547 -0.066
C -0.609 3.491 3.433 -0.051
H -4.303 6.638 0.772 0.084
H -2.995 7.530 0.015 0.083
H -2.736 6.848 1.619 0.086
H -3.043 5.011 -0.816 0.116
H -3.099 4.378 2.281 0.089
H -3.307 3.218 1.015 0.048
H -4.521 4.485 1.136 0.063
H 0.222 5.000 2.229 0.118
H 1.822 2.500 2.813 0.062
H 2.015 4.124 3.422 0.085
H 2.339 3.863 1.697 0.048
H -0.402 2.485 3.686 0.057
H -1.662 3.667 3.260 0.033
H -0.496 4.180 4.407 0.123
```

Values from the calculation:
LUMO in eV: 2.0
Electronic energy in Ha: -7084.7786
Net charge: -1
Kohn-Sham gap in eV: 6.75
Spin multiplicity: 1
HOMO in eV: -4.709



No. 7
C4H25N3O6 | ωB97M-V/def2-TZVPD

The geometry in XYZ format:
```
38
Properties=species:S:1:pos:R:3:lowdin_charge:R:1
C -2.265 -1.352 -2.213 -0.147
N -1.078 -0.965 -1.471 -0.144
C -0.289 -2.117 -0.934 -0.161
C 0.368 -1.429 0.325 -0.250
N 1.497 -0.624 -0.070 -0.061
C 2.863 -1.161 0.104 -0.271
N 3.071 -1.409 1.520 0.007
H -2.044 -1.995 -3.120 0.092
H -2.754 -2.213 -1.803 0.055
H -2.953 -0.548 -2.396 0.071
H -0.518 -0.378 -2.083 0.092
H 0.498 -2.410 -1.586 0.095
H -0.930 -2.946 -0.577 0.121
H -0.414 -0.778 0.719 0.079
H 0.571 -2.207 1.073 0.102
H 1.489 0.140 0.591 0.059
H 2.917 -2.149 -0.412 0.123
H 3.582 -0.472 -0.319 0.107
H 3.294 -2.341 1.837 0.062
H 3.572 -0.719 2.069 0.072
O -2.584 0.370 1.809 -0.043
H -2.301 0.762 0.973 0.042
H -3.387 0.810 2.103 0.071
O -0.084 2.220 1.659 -0.086
H -0.757 2.846 1.966 0.079
H -0.238 1.401 2.197 0.013
O -0.477 0.106 3.345 -0.071
H -0.221 -0.717 2.912 0.037
H -1.451 0.180 3.192 0.036
O -1.150 2.253 -4.213 -0.063
H -0.420 2.744 -3.808 0.039
H -1.148 1.523 -3.581 -0.001
O -0.801 2.124 -0.976 -0.084
H -1.293 1.305 -1.128 -0.010
H -0.350 2.005 -0.107 -0.010
O 2.388 2.829 0.760 -0.056
H 1.627 3.406 0.841 0.022
H 2.169 1.905 0.801 -0.019
```

Values from the calculation:
LUMO in eV: 0.2
Electronic energy in Ha: -783.0416
Kohn-Sham gap in eV: 9.09
Spin multiplicity: 1
Energy relative to the best compared isomer or geometry (same formula, charge and spin) in kJ/mol: 126.0
HOMO in eV: -8.931
SMILES string: CNCCNCN.O.O.O.O.O.O



No. 8
C6H16O4 | ωB97M-V/def2-TZVPD

The geometry in XYZ format:
```
26
Properties=species:S:1:pos:R:3:lowdin_charge:R:1
O 0.538 -5.029 2.762 -0.085
C 1.243 -4.063 1.973 -0.296
C 0.411 -2.833 1.724 -0.186
C 1.194 -1.627 1.149 -0.213
O 0.313 -0.488 1.052 -0.095
H 1.065 -5.741 3.181 0.101
H 2.093 -3.727 2.598 0.120
H 1.659 -4.496 1.043 0.125
H -0.465 -3.269 1.205 0.131
H 0.079 -2.510 2.730 0.130
H 2.018 -1.329 1.824 0.132
H 1.640 -1.898 0.173 0.126
H -0.566 -0.912 0.961 0.109
O -2.541 4.722 -2.364 -0.105
C -1.691 3.553 -2.528 -0.250
C -0.647 3.316 -1.369 -0.163
C -0.078 1.889 -1.329 -0.291
O 0.884 1.735 -0.293 -0.093
H -2.763 5.069 -3.253 0.086
H -2.354 2.666 -2.524 0.106
H -1.243 3.633 -3.537 0.115
H 0.085 4.140 -1.474 0.117
H -1.133 3.422 -0.380 0.118
H -0.913 1.175 -1.195 0.116
H 0.360 1.710 -2.330 0.114
H 0.813 0.892 0.201 0.029
```

Values from the calculation:
LUMO in eV: 0.7
Electronic energy in Ha: -539.1014
Kohn-Sham gap in eV: 10.30
Spin multiplicity: 1
Energy relative to the best compared isomer or geometry (same formula, charge and spin) in kJ/mol: 224.7
HOMO in eV: -9.600
SMILES string: OCCCO.OCCCO